(1)
# C26H22F3N2O10S3

2 unconnected molecules or ions with the total composition C26H22F3N2O10S3 (ωB97M-V/def2-TZVPD, OMol25).

XYZ file:
```
66
Properties=species:S:1:pos:R:3:lowdin_charge:R:1
S 1.823 -0.494 -1.011 0.651
S 3.630 -0.451 -3.534 0.678
S 1.142 1.232 -3.163 1.058
F 1.060 3.692 -3.980 0.070
F 2.445 3.446 -2.283 0.097
F 3.032 2.773 -4.279 0.087
O 3.006 -0.718 -0.230 -0.285
O -7.470 -0.772 -1.580 0.023
O -8.187 -2.186 -0.068 0.030
O -1.546 -1.688 4.489 0.039
O 3.276 -0.128 -4.891 -0.304
O 0.933 -1.557 -1.402 -0.272
O 0.803 -1.315 1.776 0.059
O 3.712 -1.808 -3.080 -0.263
O -0.431 -0.083 3.201 0.035
O -2.350 -3.575 3.545 0.045
N -7.255 -1.640 -0.701 -0.330
N 2.397 0.326 -2.471 -0.588
C 6.745 1.222 -1.521 -0.061
C 5.781 1.072 -4.153 -0.065
C 5.089 0.476 -3.094 -0.275
C -3.260 -2.445 0.373 -0.158
C 7.460 1.806 -2.575 -0.077
C -4.307 -3.147 0.998 -0.002
C -3.546 -1.562 -0.685 -0.014
C -0.766 2.850 0.637 -0.066
C -2.835 0.229 3.732 -0.002
C -0.292 -1.105 2.279 -0.432
C -1.480 -0.278 4.187 -0.532
C 0.820 0.790 -0.313 -0.345
C -1.877 -2.471 3.371 -0.455
C -1.809 -2.627 0.837 -0.113
C 1.261 1.529 0.777 -0.051
C -4.858 -1.328 -1.074 0.002
C -5.902 -2.001 -0.410 -0.175
C 5.545 0.550 -1.777 -0.036
C 1.994 2.877 -3.422 -0.775
C -1.233 2.029 -0.391 -0.070
C 0.458 2.560 1.250 -0.066
C -5.625 -2.949 0.595 0.014
C -1.017 0.484 5.430 0.001
C 6.988 1.718 -3.888 -0.074
C -0.492 0.928 -0.796 -0.140
C -1.504 -1.882 2.065 -0.136
H 2.230 1.292 1.220 0.128
H -1.368 3.691 0.987 0.106
H -6.457 -3.474 1.057 0.113
H -1.110 -2.267 0.062 0.107
H 4.959 0.110 -0.974 0.099
H 5.359 1.042 -5.157 0.113
H -3.558 0.053 4.541 0.096
H 7.120 1.278 -0.496 0.110
H -2.184 2.236 -0.892 0.112
H -2.727 -1.046 -1.193 0.099
H -0.922 1.548 5.200 0.084
H -3.171 -0.303 2.835 0.078
H -2.784 1.301 3.507 0.087
H -4.078 -3.834 1.818 0.115
H 7.545 2.147 -4.727 0.108
H -1.653 -3.697 1.076 0.129
H -1.734 0.362 6.242 0.085
H 8.399 2.328 -2.375 0.104
H -0.885 0.192 -1.502 0.090
H 0.809 3.158 2.092 0.109
H -5.107 -0.616 -1.855 0.111
H -0.044 0.123 5.760 0.087
```

## Properties
Largest force on an atom ... 0.064 hartree/bohr
DFT total energy ... -91429.922 eV
Net charge ... -1
LUMO level ... 1.68 eV
Energy above the lowest of the compared OMol25 structures with the same formula, charge and spin ... 0.00 kcal/mol



(2)
# C26H22FeN4O5

A molecular structure, C26H22FeN4O5 (ωB97M-V/def2-TZVPD, OMol25).

XYZ file:
```
58
Properties=species:S:1:pos:R:3:mulliken_spin:R:1
Fe -1.277 1.017 -0.139 4.288
O -3.154 0.768 -0.536 0.118
O 0.481 1.276 -1.109 0.088
O 2.427 -1.956 -3.088 0.000
O -1.934 2.860 0.079 0.104
O -0.959 -0.574 0.964 0.135
N -0.015 1.620 1.446 0.056
N 0.765 0.520 1.926 0.027
N 0.206 -0.798 -2.019 0.013
N -1.089 -0.594 -1.622 0.046
C -5.475 -2.555 -1.315 0.015
C 4.532 1.351 -1.770 0.001
C 0.954 0.243 -1.699 -0.005
C 0.915 -1.809 1.914 0.011
C -5.999 -1.426 -0.688 -0.007
C -2.248 5.209 0.387 0.009
C 0.316 2.777 1.850 0.009
C 2.246 -4.203 2.434 -0.001
C 0.949 -4.223 1.946 0.000
C -3.313 -1.462 -1.419 -0.002
C -1.934 -1.536 -1.843 0.012
C -5.211 -0.331 -0.432 0.016
C -3.845 -0.311 -0.780 0.024
C 0.286 -3.033 1.684 0.008
C 2.218 -1.799 2.401 -0.003
C 4.437 -0.808 -2.817 0.002
C 3.168 1.305 -1.579 0.003
C -0.397 3.968 1.452 0.017
C 2.876 -2.988 2.658 0.001
C 1.502 2.904 2.767 0.009
C 3.057 -0.860 -2.631 -0.002
C -4.146 -2.556 -1.675 -0.007
C 2.406 0.215 -1.998 0.013
C -1.468 3.937 0.650 0.005
C 0.218 -0.541 1.597 -0.008
C 5.164 0.284 -2.392 -0.001
H -7.043 -1.405 -0.397 -0.001
H 6.235 0.301 -2.545 0.000
H 1.349 2.331 3.680 0.000
H 2.644 2.109 -1.079 0.001
H 2.386 2.482 2.288 0.000
H -2.662 5.188 -0.621 -0.002
H 1.464 -1.832 -2.931 0.000
H 2.769 -5.130 2.628 0.000
H 0.453 -5.167 1.760 0.000
H -3.716 -3.419 -2.167 -0.001
H -3.085 5.273 1.087 0.000
H 5.100 2.205 -1.428 0.000
H 1.680 3.951 3.013 0.000
H -5.610 0.547 0.056 -0.001
H 2.704 -0.850 2.562 -0.001
H -0.084 4.931 1.833 0.001
H -1.627 6.090 0.518 0.000
H 3.895 -2.967 3.025 0.000
H -1.601 -2.439 -2.352 0.006
H -6.100 -3.415 -1.516 0.001
H 4.911 -1.650 -3.303 0.000
H -0.720 -3.027 1.286 0.001
```

## Properties
Multiplicity ... 6
Largest force on an atom ... 0.087 hartree/bohr
DFT total energy ... -77907.764 eV
Net charge ... -1
LUMO level (alpha / beta) ... 2.93 / 2.72 eV
Energy above the lowest of the compared OMol25 structures with the same formula, charge and spin ... 0.00 kcal/mol



(3)
# C26H22N5RuSe4

A molecular structure, C26H22N5RuSe4 (ωB97M-V/def2-TZVPD, OMol25).

XYZ file:
```
58
Properties=species:S:1:pos:R:3:mulliken_spin:R:1
Ru 0.483 0.362 0.112 2.704
Se 1.157 3.525 1.898 0.123
Se -1.194 3.789 2.076 0.436
Se 1.242 2.619 -0.211 0.126
Se -2.083 2.297 0.727 0.526
N -0.936 0.366 -1.576 0.010
N -2.965 0.205 -2.447 0.006
N -1.591 -0.783 0.897 0.073
N 0.581 -3.814 0.628 0.007
N 0.689 -1.790 -0.263 0.052
C 2.104 -0.780 3.965 -0.016
C 3.425 -1.140 3.591 0.079
C -2.172 -0.015 -1.375 -0.014
C -0.005 0.291 3.485 0.016
C -2.457 1.237 -4.708 0.003
C -1.256 -2.184 1.198 -0.006
C -0.435 0.053 4.759 0.030
C 0.158 1.433 -3.580 -0.001
C -2.674 -0.579 -0.076 0.015
C 1.720 0.071 1.695 -0.029
C 3.889 -0.850 2.340 -0.033
C -1.401 1.786 -5.409 0.000
C -0.899 0.883 -2.864 0.004
C 1.736 -3.794 -0.145 0.000
C 3.806 -3.098 -1.783 0.009
C 1.260 -0.144 3.031 -0.081
C 2.835 -2.151 -1.540 0.038
C 3.026 -0.242 1.403 0.025
C 2.707 -4.756 -0.383 0.000
C 1.791 -2.517 -0.700 -0.055
C 1.636 -1.035 5.279 0.016
C -0.115 1.881 -4.855 0.002
C 0.389 -0.641 5.670 -0.014
C 0.011 -2.596 0.517 0.032
C -2.169 0.789 -3.426 0.005
C 3.744 -4.380 -1.212 0.001
H 4.633 -2.855 -2.429 0.000
H -3.442 1.163 -5.135 0.000
H 3.423 -0.040 0.409 0.005
H 4.901 -1.096 2.058 -0.001
H 4.527 -5.090 -1.430 0.000
H -3.947 -0.002 -2.508 0.000
H 0.045 -0.832 6.676 0.000
H 2.297 -1.534 5.972 0.000
H -1.393 0.424 5.085 0.001
H 2.659 -5.742 0.051 0.000
H -1.143 -2.303 2.283 0.000
H 2.884 -1.169 -1.988 -0.002
H -1.570 2.154 -6.409 0.000
H 1.154 1.509 -3.156 -0.002
H -1.806 -0.303 1.767 -0.026
H -0.624 0.895 2.817 -0.061
H 0.678 2.318 -5.443 0.000
H -3.216 -1.515 -0.265 0.000
H 4.063 -1.622 4.318 0.003
H -3.409 0.124 0.342 -0.006
H 0.232 -4.584 1.175 -0.001
H -2.064 -2.860 0.881 -0.002
```

## Properties
Multiplicity ... 5
Largest force on an atom ... 0.011 hartree/bohr
DFT total energy ... -298732.949 eV
Net charge ... +1
LUMO level (alpha / beta) ... -2.57 / -4.61 eV
Energy above the lowest of the compared OMol25 structures with the same formula, charge and spin ... 3.99 kcal/mol



(4)
# C26H23AlCl5F2N6O2Se2

A molecular structure, C26H23AlCl5F2N6O2Se2 (ωB97M-V/def2-TZVPD, OMol25).

XYZ file:
```
67
Properties=species:S:1:pos:R:3:lowdin_charge:R:1
Se 2.301 2.924 2.645 0.581
Se 0.206 1.118 -2.677 0.739
Cl -2.728 -2.930 0.786 0.794
Cl -3.791 -5.255 2.590 0.675
Cl -0.618 -3.530 6.604 0.668
Cl -2.727 -5.565 5.515 0.650
Cl 0.476 -1.264 4.723 0.737
Al -0.347 -0.381 0.658 0.054
F -1.692 2.061 0.524 -0.082
F -3.076 0.357 0.959 -0.069
O 0.429 -1.469 -0.471 -0.131
O -0.702 -1.267 2.111 -0.046
N -0.230 -4.802 -3.614 0.150
N -2.692 -1.494 -2.143 0.203
N 0.555 -2.493 -1.240 0.071
N 2.469 2.521 -1.620 -0.014
N 0.994 0.796 1.151 0.130
N 0.645 3.736 -1.622 -0.002
C 1.142 2.506 -1.944 -0.665
C -0.716 -2.374 4.168 -0.595
C -1.197 -3.389 4.986 -0.700
C 1.655 4.529 -1.081 -0.144
C -0.288 -3.896 -2.908 -0.170
C -0.435 -2.769 -2.018 -0.299
C 3.382 1.392 -1.712 -0.150
C 1.508 1.656 1.754 -0.863
C 2.849 6.309 -0.068 -0.088
C -1.045 4.843 -3.084 -0.177
C 4.426 1.585 -2.811 -0.185
C -1.547 7.183 -2.186 -0.115
C 3.423 0.146 -4.663 -0.117
C -2.141 -3.133 2.390 -0.568
C 4.015 5.544 -0.096 -0.096
C 4.013 4.251 -0.599 -0.026
C 1.648 5.810 -0.555 -0.010
C -0.693 6.333 -3.125 -0.262
C -2.145 -4.291 4.507 -0.716
C 2.813 3.761 -1.088 -0.163
C -2.614 -4.155 3.201 -0.699
C -1.171 -2.222 2.849 -0.390
C -1.695 -2.062 -2.075 -0.221
C 3.838 1.549 -4.223 -0.261
C -1.975 0.717 0.170 -0.328
C -0.754 4.116 -1.770 -0.158
H 2.874 7.303 0.360 0.100
H -0.510 4.320 -3.880 0.109
H -0.838 6.687 -4.149 0.102
H -1.324 3.194 -1.748 0.068
H -1.376 6.931 -1.136 0.054
H 2.595 -0.227 -4.056 0.028
H -2.343 0.763 -0.851 0.051
H -1.038 4.701 -0.894 0.126
H 2.971 2.216 -4.272 0.095
H 0.366 6.470 -2.893 0.092
H 0.739 6.395 -0.495 0.098
H 2.778 0.508 -1.897 0.080
H 4.262 -0.552 -4.576 0.072
H 4.585 1.940 -4.919 0.100
H -2.611 7.032 -2.390 0.075
H 3.089 0.149 -5.703 0.070
H 4.933 5.957 0.304 0.100
H -2.114 4.728 -3.288 0.116
H 3.863 1.274 -0.739 0.130
H 4.934 2.540 -2.653 0.096
H -1.327 8.245 -2.310 0.068
H 4.906 3.638 -0.578 0.111
H 5.176 0.794 -2.708 0.115
```

## Properties
Largest force on an atom ... 0.013 hartree/bohr
DFT total energy ... -245713.642 eV
Net charge ... -1
LUMO level ... 2.09 eV
Energy above the lowest of the compared OMol25 structures with the same formula, charge and spin ... 20.62 kcal/mol



(5)
# C26H23FNO9S4

2 unconnected molecules or ions with the total composition C26H23FNO9S4 (ωB97M-V/def2-TZVPD, OMol25).

XYZ file:
```
64
Properties=species:S:1:pos:R:3:lowdin_charge:R:1
S -1.107 1.818 3.723 0.676
S 0.864 1.098 1.480 0.664
S 1.398 -0.882 -4.536 0.714
S -1.619 -0.890 -4.564 0.714
F -0.123 -0.214 -2.455 -0.101
O -1.666 1.237 4.932 -0.336
O 1.550 0.534 -4.738 -0.268
O 1.362 -1.827 -5.622 -0.295
O 1.145 -0.065 0.662 -0.338
O -0.445 3.106 3.762 -0.342
O 0.144 -0.536 3.536 -0.215
O -1.534 -1.818 -5.662 -0.294
O 0.178 2.257 0.935 -0.333
O -1.780 0.527 -4.747 -0.270
N -0.117 -1.208 -3.545 -0.164
C 4.677 1.014 2.868 -0.098
C -4.151 0.807 1.289 -0.097
C 3.852 3.278 3.218 -0.085
C -4.379 -3.323 -2.876 -0.073
C 3.475 0.675 2.247 -0.085
C 3.958 -1.243 -1.399 -0.049
C 2.640 -1.493 -3.389 -0.275
C 4.163 -3.244 -2.759 -0.077
C 3.230 -2.729 -3.658 -0.062
C -4.879 -2.549 -1.820 -0.062
C 0.645 -0.479 4.970 -0.030
C -4.425 -1.236 -1.642 -0.055
C 2.455 1.627 2.144 -0.260
C -2.470 1.931 2.575 -0.291
C -0.119 0.580 2.891 -0.551
C -3.425 -0.719 -2.467 -0.035
C 4.857 2.315 3.356 -0.108
C -2.907 -1.522 -3.480 -0.274
C -4.413 2.007 0.614 -0.104
C 4.525 -2.505 -1.625 -0.066
C 3.013 -0.729 -2.288 -0.043
C -3.751 3.182 0.984 -0.084
C -3.183 0.770 2.293 -0.053
C 2.636 2.931 2.620 -0.059
C -2.767 3.150 1.975 -0.061
C -3.409 -2.799 -3.728 -0.060
H -3.031 -3.365 -4.575 0.111
H -4.688 -0.109 1.046 0.080
H -5.144 2.026 -0.197 0.093
H -2.228 4.046 2.276 0.112
H -4.744 -4.337 -3.049 0.105
H 1.342 0.368 5.059 0.091
H 1.122 -1.446 5.118 0.072
H 1.829 3.655 2.508 0.107
H 5.237 -2.919 -0.910 0.104
H -4.846 -0.601 -0.862 0.075
H 3.310 -0.322 1.836 0.100
H -5.615 -2.971 -1.134 0.106
H 4.238 -0.648 -0.530 0.103
H -0.234 -0.373 5.617 0.063
H 5.795 2.578 3.838 0.089
H 5.453 0.252 2.946 0.095
H 2.553 0.245 -2.127 0.122
H 3.996 4.306 3.561 0.100
H 2.945 -3.275 -4.554 0.109
H -2.970 -0.146 2.844 0.123
H -3.039 0.292 -2.338 0.124
H -3.980 4.135 0.507 0.098
H 4.599 -4.225 -2.954 0.104
```

## Properties
Largest force on an atom ... 0.075 hartree/bohr
DFT total energy ... -93305.985 eV
Net charge ... -1
LUMO level ... 1.86 eV



(6)
# C26H23IN5P2S2Sm

A molecular structure, C26H23IN5P2S2Sm (ωB97M-V/def2-TZVPD, OMol25).

XYZ file:
```
60
Properties=species:S:1:pos:R:3:mulliken_spin:R:1
Sm -0.462 1.743 1.971 5.099
I 0.185 0.971 4.725 -0.018
S -2.963 1.028 1.153 -0.015
S 0.001 2.632 -0.636 -0.008
P -1.758 -0.525 0.647 -0.006
P 0.566 0.684 -0.499 -0.009
N -0.297 6.327 2.783 0.000
N 0.582 5.324 2.629 0.000
N 0.228 4.068 2.533 -0.004
N 1.343 3.398 2.288 -0.005
N 1.859 5.522 2.475 0.000
C 0.796 -1.425 -2.190 -0.001
C -2.722 -2.987 -2.458 0.000
C -1.253 -3.953 2.729 0.000
C 2.842 0.557 1.158 -0.001
C 0.748 -2.103 -3.391 0.000
C -2.887 -2.093 -3.504 -0.001
C 0.187 -0.055 -4.523 0.000
C 0.534 -0.059 -2.159 0.000
C -3.046 -2.782 3.824 0.000
C -2.964 -1.769 2.885 0.001
C 0.441 -1.415 -4.554 0.000
C -2.325 -1.161 -0.959 -0.001
C 2.317 4.296 2.258 0.000
C -1.156 -2.932 1.806 -0.001
C -2.199 -3.874 3.739 0.000
C 5.087 0.795 0.335 0.000
C 0.226 0.631 -3.322 -0.002
C 4.208 0.571 1.384 0.001
C 3.242 1.033 -1.170 0.000
C 2.360 0.754 -0.134 0.000
C 4.605 1.046 -0.938 0.000
C -0.026 -0.324 0.787 -0.027
C -2.510 -0.261 -2.004 -0.001
C -2.441 -2.526 -1.186 0.000
C -2.793 -0.730 -3.273 0.000
C -2.027 -1.846 1.866 -0.003
H -0.395 -2.947 1.039 0.001
H -3.764 -2.713 4.629 0.000
H 3.348 4.063 2.097 0.000
H -3.107 -2.462 -4.498 0.000
H -2.935 -0.035 -4.087 0.000
H -2.819 -4.049 -2.630 0.000
H 0.383 -1.948 -5.490 0.000
H -2.253 -4.656 4.482 0.000
H 2.147 0.342 1.985 -0.002
H 6.152 0.779 0.511 0.000
H 0.015 1.691 -3.280 0.001
H -0.049 0.474 -5.435 0.000
H -0.584 -4.801 2.668 0.000
H 5.285 1.240 -1.753 0.000
H 0.947 -3.164 -3.422 0.000
H -2.452 0.805 -1.814 0.000
H 0.163 7.188 3.045 0.000
H 4.592 0.394 2.377 0.000
H -2.332 -3.219 -0.364 0.000
H -1.111 6.076 3.332 0.000
H -3.622 -0.913 2.949 -0.001
H 2.840 1.228 -2.154 0.000
H 1.025 -1.936 -1.263 0.001
```

## Properties
Multiplicity ... 6
Largest force on an atom ... 0.041 hartree/bohr
DFT total energy ... -101039.808 eV
LUMO level (alpha / beta) ... -0.19 / -0.16 eV
Energy above the lowest of the compared OMol25 structures with the same formula, charge and spin ... 14.04 kcal/mol



Which formula does entry 5 have? C26H23FNO9S4